Entry 1:
A molecular structure, C3H4O3Sr in a non-equilibrium geometry, computed with ωB97M-V/def2-TZVPD.

As for the expectation value of S²: 0.75. The HOMO energy (spin up / spin down) comes out at -1.98 / -3.49 eV. The molar mass comes out at 175.7 g mol⁻¹. For the HOMO-LUMO gap (spin up / spin down), the calculation gives 0.1707 / 0.2095 Eh. The charge is -1. The LUMO energy (spin up / spin down) is 2.669 / 2.208 eV. The value obtained for the largest force on an atom is 1.89 eV Å⁻¹. The spin multiplicity is 2.

```
11
C3H4O3Sr ωB97M-V/def2-TZVPD
H 2.21 -0.52 -0.62
Sr 2.05 1.82 1.06
O -1.18 -0.46 -0.42
C -1.78 0.54 0.31
C 0.14 -0.90 -0.04
O -2.93 0.26 0.72
O -1.17 1.62 0.42
C 1.23 0.05 -0.48
H 0.25 -1.87 -0.54
H 0.14 -1.07 1.04
H 1.03 0.52 -1.46
```

natural (NBO) atomic charge list, values in e, 4 entries:
1. H 0.15
2. Sr 0.84
3. O -0.58
4. C 0.95

***

Entry 2:
A molecular structure, C23H41F6N3O4S2Zr in a non-equilibrium geometry, computed with ωB97M-V/def2-TZVPD.

The HOMO energy comes out at -15.44 eV. The molar mass comes out at 692.9 g mol⁻¹. For the HOMO-LUMO gap, the calculation gives 0.3120 Eh. The charge is +2. The LUMO energy is -6.954 eV. The value obtained for the largest force on an atom is 2.81 eV Å⁻¹. The spin multiplicity is 1.

```
80
C23H41F6N3O4S2Zr ωB97M-V/def2-TZVPD
Zr -0.25 -0.26 -0.55
C 0.94 0.67 1.33
C -0.39 1.22 1.38
C -1.28 0.08 1.53
C -0.45 -1.09 1.66
C 0.92 -0.73 1.55
C 2.09 -1.61 1.95
C 3.39 -1.15 1.29
C 1.82 -3.07 1.58
C 2.22 -1.48 3.48
C -2.80 -0.05 1.54
C -3.19 -1.54 1.54
C -3.43 0.58 2.79
C -3.38 0.53 0.23
C -0.52 2.71 1.74
C 0.70 3.51 1.25
C -1.77 3.46 1.26
C -0.49 2.74 3.28
H 1.84 1.27 1.39
H -0.79 -2.07 1.97
H 3.41 -1.39 0.23
H 4.23 -1.66 1.75
H 3.56 -0.08 1.42
H 1.50 -3.17 0.55
H 1.05 -3.50 2.22
H 2.72 -3.66 1.73
H 2.45 -0.46 3.77
H 3.02 -2.13 3.83
H 1.30 -1.78 3.97
H -2.97 -2.01 2.49
H -2.69 -2.09 0.74
H -4.27 -1.62 1.38
H -2.93 0.20 3.68
H -4.48 0.31 2.85
H -3.37 1.66 2.79
H -2.95 0.01 -0.64
H -3.24 1.61 0.17
H -4.46 0.36 0.21
H 0.94 3.31 0.20
H 1.57 3.31 1.85
H 0.49 4.57 1.35
H -1.76 3.66 0.19
H -1.80 4.42 1.77
H -2.68 2.94 1.53
H 0.38 2.20 3.65
H -1.38 2.28 3.70
H -0.43 3.76 3.64
N 1.64 0.20 -1.53
C 2.41 1.41 -1.95
C 1.94 1.94 -3.29
C 0.67 2.78 -3.25
C -0.61 2.01 -2.93
N -0.78 1.74 -1.47
H 2.28 -0.35 -0.95
H 1.44 -0.33 -2.39
H 3.47 1.15 -2.03
H 2.31 2.18 -1.17
H 1.81 1.11 -3.99
H 2.73 2.57 -3.70
H 0.54 3.23 -4.23
H 0.79 3.60 -2.54
H -0.64 1.06 -3.48
H -1.46 2.62 -3.28
H -1.79 1.70 -1.31
H -0.44 2.59 -0.98
F -2.72 -3.58 -3.42
C -2.24 -3.23 -2.26
F -2.04 -4.24 -1.45
F -3.10 -2.40 -1.64
S -0.71 -2.15 -2.32
O -1.33 -0.80 -2.21
O -0.11 -2.29 -0.98
N 0.39 -1.97 -3.42
S 0.94 -3.48 -3.69
O -0.05 -4.20 -2.92
O 1.31 -3.80 -5.00
C 2.48 -3.50 -2.59
F 2.52 -4.58 -1.85
F 2.35 -2.43 -1.75
F 3.61 -3.33 -3.23
```

Mulliken atomic charge list, values in e, 4 entries:
1. Zr 0.30
2. C -0.36
3. C 1.74
4. C -1.14

***

Entry 3:
8 unconnected molecules or ions with the total composition C39H101N7O13 in a non-equilibrium geometry, computed with ωB97M-V/def2-TZVPD.

The HOMO energy comes out at -8.06 eV. Its SMILES is COC[C@H](C)N.COC[C@H](C)N.COCCNCCOC.COCCNCCOC.COCCNCCOC.COCCNCCOC.COCCNCCOC.CO. The molar mass comes out at 876.3 g mol⁻¹. For the HOMO-LUMO gap, the calculation gives 0.3163 Eh. The charge is 0. The LUMO energy is 0.542 eV. The value obtained for the largest force on an atom is 3.72 eV Å⁻¹. The spin multiplicity is 1.

```
160
C39H101N7O13 ωB97M-V/def2-TZVPD
C -7.31 1.96 -4.12
O -7.21 0.67 -3.42
C -6.16 0.77 -2.38
C -4.82 0.14 -2.87
C -4.07 0.81 -4.03
N -5.18 -1.12 -3.35
H -7.63 2.70 -3.39
H -8.17 2.06 -4.78
H -6.50 2.34 -4.75
H -6.07 1.80 -2.03
H -6.63 0.28 -1.53
H -4.20 -0.19 -2.04
H -3.17 0.20 -4.07
H -3.81 1.81 -3.68
H -4.84 0.79 -4.80
H -5.90 -0.75 -3.96
H -5.67 -1.66 -2.64
C -1.44 2.94 0.44
O -0.40 2.19 1.05
C 0.60 1.76 0.15
C 0.51 0.18 -0.14
C -0.76 -0.09 -0.97
N 0.26 -0.46 1.07
H -1.20 3.89 -0.03
H -2.12 3.11 1.27
H -1.92 2.35 -0.33
H 0.66 2.37 -0.75
H 1.41 1.94 0.86
H 1.50 -0.14 -0.46
H -1.69 -0.05 -0.40
H -0.71 -1.12 -1.32
H -0.83 0.56 -1.85
H 0.21 -1.46 0.98
H -0.62 -0.11 1.42
C 4.14 0.90 2.78
O 5.54 0.92 2.42
C 6.15 2.19 2.54
C 7.73 1.95 2.57
N 8.35 1.48 3.84
C 9.72 1.85 4.10
C 10.77 0.61 4.00
O 11.11 0.35 2.67
C 12.03 -0.75 2.70
H 3.69 -0.08 2.66
H 3.66 1.66 2.17
H 4.11 1.13 3.85
H 5.83 2.64 3.48
H 5.78 2.70 1.65
H 8.11 2.96 2.46
H 7.90 1.26 1.75
H 7.90 0.59 4.01
H 9.90 2.29 5.08
H 9.96 2.57 3.32
H 10.25 -0.17 4.57
H 11.62 0.94 4.60
H 12.74 -0.82 1.87
H 11.54 -1.70 2.48
H 12.43 -1.07 3.66
C 0.90 -0.61 4.66
O 1.52 -0.36 5.94
C 2.93 -0.73 5.88
C 3.38 -1.20 7.26
N 3.25 -2.66 7.45
C 1.93 -3.15 7.27
C 1.96 -4.68 7.05
O 2.73 -4.92 5.96
C 3.29 -6.21 5.86
H -0.14 -0.31 4.84
H 0.94 -1.66 4.35
H 1.26 0.01 3.84
H 3.56 0.15 5.71
H 3.24 -1.48 5.16
H 2.89 -0.59 8.02
H 4.45 -1.00 7.30
H 3.84 -3.20 6.84
H 1.24 -2.49 6.74
H 1.41 -3.07 8.23
H 0.98 -5.17 7.03
H 2.40 -5.09 7.96
H 2.49 -6.94 5.74
H 3.65 -6.60 6.81
H 4.02 -6.33 5.06
C 4.98 4.29 -9.51
O 4.93 4.24 -8.07
C 3.70 3.46 -7.78
C 3.69 2.92 -6.30
N 2.79 3.78 -5.51
C 2.87 3.68 -4.02
C 1.77 4.45 -3.33
O 1.81 4.63 -1.95
C 3.06 4.84 -1.32
H 4.57 3.41 -9.99
H 6.03 4.40 -9.78
H 4.46 5.19 -9.84
H 3.65 2.55 -8.38
H 2.76 3.96 -8.02
H 4.68 2.66 -5.90
H 3.17 1.96 -6.33
H 2.95 4.76 -5.68
H 3.88 3.87 -3.64
H 2.63 2.68 -3.68
H 0.78 4.06 -3.52
H 1.75 5.39 -3.88
H 3.50 3.96 -0.84
H 2.74 5.36 -0.41
H 3.78 5.48 -1.85
C -4.92 0.31 0.80
O -5.50 1.45 0.32
C -6.55 1.91 1.31
C -7.83 1.14 1.31
N -8.75 1.25 0.16
C -8.94 2.55 -0.49
C -10.25 2.51 -1.25
O -11.37 2.53 -0.39
C -12.27 3.70 -0.43
H -5.63 -0.51 0.93
H -4.41 0.45 1.75
H -4.13 -0.01 0.11
H -6.74 2.98 1.16
H -6.10 1.85 2.30
H -8.31 1.72 2.10
H -7.65 0.14 1.68
H -9.65 0.85 0.39
H -8.06 2.69 -1.13
H -8.93 3.34 0.25
H -10.20 1.65 -1.92
H -10.26 3.45 -1.79
H -13.00 3.54 0.37
H -12.80 3.86 -1.37
H -11.74 4.63 -0.23
C -1.82 -8.96 0.57
O -0.73 -8.13 0.30
C -0.99 -7.23 -0.85
C 0.18 -6.20 -0.88
N 0.09 -5.17 -1.93
C -1.12 -4.37 -1.79
C -1.21 -3.66 -0.38
O -2.34 -2.88 -0.24
C -3.72 -3.23 -0.45
H -2.72 -8.35 0.63
H -1.58 -9.62 1.40
H -2.17 -9.73 -0.12
H -1.90 -6.64 -0.71
H -1.08 -7.70 -1.83
H 1.03 -6.83 -1.12
H 0.43 -5.89 0.13
H 0.91 -4.59 -1.83
H -2.00 -4.92 -2.10
H -1.03 -3.60 -2.55
H -0.29 -3.09 -0.24
H -1.21 -4.34 0.47
H -3.91 -2.74 -1.40
H -4.37 -2.77 0.30
H -3.83 -4.31 -0.52
C 0.55 0.42 -5.00
O -0.03 1.63 -5.34
H 1.43 0.59 -4.39
H -0.13 -0.25 -4.47
H 0.77 -0.27 -5.82
H 0.62 2.31 -5.54
```

Mulliken atomic charge list, values in e, 4 entries:
1. C -0.61
2. O -0.49
3. C -0.70
4. C 1.87

***

Entry 4:
2 unconnected molecules or ions with the total composition C4H9Br2N2 in a non-equilibrium geometry, computed with ωB97M-V/def2-TZVPD.

The HOMO energy (spin up / spin down) comes out at -13.12 / -13.11 eV. The molar mass comes out at 244.9 g mol⁻¹. For the HOMO-LUMO gap (spin up / spin down), the calculation gives 0.2638 / 0.2636 Eh. The charge is +1. The LUMO energy (spin up / spin down) is -5.938 / -5.940 eV. The value obtained for the largest force on an atom is 4.17 eV Å⁻¹. The spin multiplicity is 1.

```
17
C4H9Br2N2 ωB97M-V/def2-TZVPD
C 0.78 0.47 -0.70
C 1.94 1.38 -0.42
C -1.81 -0.81 1.77
C -1.27 -0.49 0.43
N -0.11 0.27 0.34
N 0.74 -0.14 -1.85
Br -2.50 -0.09 -1.03
Br -0.11 -2.88 -0.44
H 2.42 1.38 -1.45
H 1.53 2.46 -0.44
H 2.61 1.23 0.43
H -1.13 -0.98 2.67
H -2.74 -1.35 1.67
H -2.16 0.19 2.26
H 0.15 0.51 1.28
H 1.35 -0.04 -2.66
H 0.30 -1.11 -1.86
```

natural (NBO) atomic charge list, values in e, 4 entries:
1. C 0.62
2. C -0.70
3. C -0.77
4. C 0.32

***

Which value of charge does entry 4 give? +1

***

Which of these has the lowest largest force on an atom? C3H4O3Sr